{
  "formula": "C2H2ClI",
  "method": "the ωB97M-V functional and the def2-TZVPD basis",
  "species": ["C", "C", "I", "H", "Cl", "H"],
  "positions_angstrom": [[0.525, -0.169, -0.484], [0.057, -0.651, -1.477], [-0.197, -1.844, -3.132], [1.009, 0.473, 0.203], [2.933, -0.171, -1.895], [2.416, -0.765, -1.148]],
  "relative_energy_ev": 2.471,
  "lumo_energy_ha": 0.0008,
  "smiles": "C#CI.Cl",
  "total_charge": 0,
  "gap_ev": 9.74,
  "multiplicity": 1
}